1.
# C18H54AgB2N3O6Rb

A structure of composition C18H54AgB2N3O6Rb in a non-equilibrium geometry (the ωB97M-V functional and the def2-TZVPD basis, OMol25).

Each line ends with the Mulliken spin population.
Geometry (Å):
Rb1 0.3275 2.1121 1.4514  0.697
Ag1 3.0333 -0.3182 -1.9487  0.029
C1 3.4536 3.8295 -0.7250  0.064
C2 4.2922 2.4617 -0.6676  -0.051
O1 4.4320 1.7718 -1.8881  0.816
H1 3.4106 4.3686 0.2213  0.007
H2 2.4831 3.5625 -1.1432  -0.064
H3 3.9248 4.5396 -1.4047  -0.029
H4 3.8155 1.9062 0.1400  0.071
H5 5.2775 2.7474 -0.2992  0.007
B1 1.2457 0.0571 -0.4865  0.576
H6 1.8363 0.0938 0.4158  0.052
H7 1.5526 0.8884 -1.1021  0.073
H8 1.2680 -0.8554 -1.0618  -0.016
H9 0.1969 0.1853 -0.2678  0.010
B2 4.5372 -1.6812 -0.5155  0.020
H10 5.0072 -2.2428 -1.3079  0.000
H11 3.4659 -1.7842 -0.5929  -0.005
H12 4.9812 -1.9921 0.4175  0.006
H13 4.8284 -0.6607 -0.7103  0.011
C3 2.2947 -3.8768 -2.2484  0.000
O2 2.1133 -2.5513 -2.7977  0.000
C4 0.8430 -2.3608 -3.4417  0.003
C5 0.7044 -1.0545 -4.2591  -0.002
N1 1.1136 0.1146 -3.4703  -0.012
C6 1.3098 1.3485 -4.1759  -0.028
C7 0.1613 1.6735 -5.2140  -0.002
O3 -1.0024 2.0313 -4.4274  -0.018
C8 -2.1249 2.1704 -5.2153  0.010
H14 2.6170 -4.5244 -3.0637  0.000
H15 1.6251 -4.3000 -1.4996  0.001
H16 3.0497 -3.7414 -1.4740  0.000
H17 0.1027 -2.2509 -2.6493  0.001
H18 0.6457 -3.1845 -4.1278  -0.001
H19 -0.3028 -0.8287 -4.6093  0.000
H20 1.3262 -1.0925 -5.1535  -0.001
H21 0.2928 0.2264 -2.8925  -0.004
H22 2.0866 1.1727 -4.9200  0.002
H23 1.5839 2.1870 -3.5356  0.027
H24 -0.0241 0.8689 -5.9256  0.001
H25 0.5178 2.5937 -5.6769  -0.003
H26 -2.6488 1.2402 -5.4352  0.000
H27 -1.9189 2.7550 -6.1119  0.000
H28 -2.8400 2.8460 -4.7460  -0.004
C9 -3.4951 0.1094 -2.6461  -0.006
O4 -3.8513 0.1218 -1.2647  -0.001
C10 -3.2016 1.0082 -0.4874  0.029
C11 -2.9819 0.2903 0.8359  0.058
N2 -2.5180 1.1702 1.8925  -0.261
C12 -2.6574 0.6231 3.2709  -0.211
C13 -4.2031 0.5739 3.7354  0.085
O5 -4.7790 1.9097 3.6936  -0.079
C14 -4.6016 2.7877 4.8174  0.163
H29 -3.9930 0.9283 -3.1653  0.000
H30 -3.9021 -0.6480 -3.3159  -0.001
H31 -2.4376 0.0626 -2.9061  0.005
H32 -3.8129 1.8707 -0.2220  0.007
H33 -2.2692 1.4096 -0.8844  -0.021
H34 -2.3205 -0.5446 0.6044  -0.003
H35 -3.9903 -0.0826 1.0156  0.002
H36 -3.2410 1.8586 2.0456  0.019
H37 -2.1773 1.2116 4.0528  0.038
H38 -2.2672 -0.3883 3.3847  -0.082
H39 -4.2678 0.3307 4.7960  -0.005
H40 -4.7081 -0.2403 3.2156  0.004
H41 -5.5106 2.6206 5.3952  -0.004
H42 -4.3655 3.8380 4.6464  -0.027
H43 -3.7474 2.4034 5.3748  -0.021
C15 2.4963 -0.9103 3.7709  0.066
C16 1.1645 -1.7067 3.4406  -0.051
C17 0.2113 -1.8975 4.6262  0.059
O6 -0.4117 -3.1402 4.4654  0.001
C18 -1.1080 -3.5751 5.6593  0.002
N3 0.5361 -0.9919 2.3228  -0.014
H44 2.9715 -1.1821 4.7135  0.002
H45 2.3293 0.1618 3.8751  -0.036
H46 3.1822 -1.1120 2.9482  0.018
H47 1.3515 -2.7117 3.0623  0.004
H48 -0.4296 -1.0188 4.6991  -0.011
H49 0.8197 -1.8368 5.5286  0.000
H50 -1.6360 -4.5110 5.4765  0.000
H51 -1.8780 -2.9850 6.1562  -0.001
H52 -0.3597 -3.8163 6.4143  0.000
H53 -0.0272 -1.7163 1.9009  0.009
H54 1.1919 -0.7272 1.6017  0.019

Calculated values
frontier orbital gap (alpha / beta): 2.2 / 6.3 eV
spin multiplicity: 3
total charge: -1
maximum force: 4.862 eV/A
HOMO energy (alpha / beta): -0.040 / -5.446 eV



2.
# C3H11NSSi

A cluster of 2 separate species, C3H11NSSi in total (the ωB97M-V functional and the def2-TZVPD basis, OMol25).

Each line ends with the natural charge from an NBO analysis.
Geometry (Å):
C1 0.1196 -1.5303 -0.5107  -1.100
Si1 1.2501 -0.0734 -0.0654  1.434
C2 3.1118 -0.3856 -0.2275  -1.102
C3 0.6151 1.1588 1.1964  -0.929
S1 0.5494 1.9078 -0.5135  -0.253
H1 -0.2632 -1.4420 -1.5218  0.252
H2 0.6559 -2.4723 -0.4393  0.240
H3 -0.7318 -1.5816 0.1643  0.247
H4 3.5771 -0.5246 0.7447  0.248
H5 3.2993 -1.2782 -0.8168  0.241
H6 3.6082 0.4474 -0.7145  0.258
H7 1.2837 1.7040 1.8462  0.232
H8 -0.3736 1.0534 1.6191  0.231
N1 -4.2199 0.9746 -0.0323  -1.069
H9 -4.4706 1.1596 -0.9954  0.357
H10 -4.7675 0.1842 0.2893  0.354
H11 -3.2436 0.6984 -0.0228  0.358

Calculated values
structure (SMILES): C[Si]1(C)CS1.N
ΔE to the lowest compared entry with this formula, charge and spin: 0.000 eV
frontier orbital gap: 9.4 eV
maximum force: 0.776 eV/A
HOMO energy: -8.742 eV



3.
# C23H31Cl2CrN4O3

A structure of composition C23H31Cl2CrN4O3 in a non-equilibrium geometry (the ωB97M-V functional and the def2-TZVPD basis, OMol25).

Each line ends with the Mulliken spin population.
Geometry (Å):
O1 1.2744 0.9847 -0.7065  -0.007
C1 1.2451 1.4908 -1.9913  -0.015
C2 1.2947 3.0288 -1.9649  -0.005
C3 0.9624 3.7454 -0.8179  -0.003
H1 0.6589 3.2082 0.0808  0.002
C4 0.9482 5.1375 -0.8392  -0.002
H2 0.6545 5.6587 0.0692  0.000
C5 1.2841 5.8232 -2.0061  0.001
H3 1.2688 6.9103 -2.0254  0.000
C6 1.6415 5.1083 -3.1561  -0.001
H4 1.9056 5.6296 -4.0747  0.000
C7 1.6501 3.7147 -3.1306  -0.001
H5 1.8975 3.1185 -4.0124  0.000
H6 2.1597 1.1575 -2.5258  0.002
C8 0.2922 -0.5003 -3.2891  -0.005
C9 0.1040 0.9186 -2.8716  0.016
H7 -0.3268 -0.7849 -4.1476  -0.001
H8 0.0179 -1.1539 -2.4480  -0.003
H9 1.3479 -0.6889 -3.5275  -0.001
C10 -1.0119 1.6554 -3.0786  0.000
C11 -2.2765 1.1910 -3.7182  -0.001
H10 -1.0503 2.6770 -2.7202  0.002
H11 -2.5107 1.7973 -4.6080  0.000
H12 -3.1195 1.3416 -3.0238  0.000
H13 -2.2446 0.1309 -4.0114  0.000
Cr1 -0.1231 -0.0029 0.2500  3.099
Cl1 -1.2159 1.8732 0.9965  -0.019
Cl2 -1.9912 -0.3323 -1.1500  -0.027
C12 -2.5326 -1.1783 1.3946  0.009
O2 -1.2992 -1.4145 1.2966  -0.042
N1 -3.3486 -1.8900 2.1598  0.002
C13 -2.8893 -3.1405 2.7398  0.000
C14 -4.7110 -1.4537 2.4359  0.000
H14 -3.0411 -0.3697 0.8475  -0.005
H15 -1.8311 -3.2898 2.5050  0.000
H16 -3.4820 -3.9636 2.3215  0.000
H17 -3.0354 -3.1100 3.8256  0.000
H18 -4.8215 -0.4320 2.0530  0.000
H19 -4.8978 -1.4726 3.5181  0.000
H20 -5.4361 -2.1081 1.9308  0.000
H21 1.7553 -5.0007 -0.7380  0.000
H22 4.2791 -4.1052 -0.3807  0.000
C15 1.7405 -4.1862 -1.4776  0.002
C16 4.0037 -3.2512 -1.0197  0.000
N2 2.5559 -3.0510 -1.0266  0.006
H23 0.7099 -3.8651 -1.6529  0.000
C17 2.0118 -1.9272 -0.5314  0.004
O3 0.7875 -1.8039 -0.2809  -0.023
H24 4.4675 -2.3371 -0.6302  0.000
H25 2.7255 -1.0875 -0.3705  -0.001
H26 2.1815 -4.5767 -2.4046  0.000
H27 4.3699 -3.4501 -2.0379  0.000
N3 -0.2431 0.0047 7.5822  0.004
C18 -0.0366 -0.0115 6.4210  0.000
C19 0.2099 -0.0199 4.9844  0.009
C20 0.2276 -1.2283 4.2679  -0.006
C21 0.5746 -1.1923 2.9249  0.006
N4 0.7071 -0.0353 2.2738  0.002
C22 0.8474 1.1007 2.9636  0.010
C23 0.5090 1.1726 4.3084  -0.008
H28 -0.0506 -2.1788 4.7227  0.000
H29 0.7056 -2.1078 2.3470  0.000
H30 1.1376 1.9760 2.3870  0.003
H31 0.4121 2.1468 4.7882  -0.001

Calculated values
frontier orbital gap (alpha / beta): 6.7 / 6.6 eV
spin multiplicity: 4
maximum force: 3.582 eV/A
HOMO energy (alpha / beta): -7.442 / -7.452 eV



4.
# C43H33BaBrN4O2PSe2Te2

A structure of composition C43H33BaBrN4O2PSe2Te2 (the ωB97M-V functional and the def2-TZVPD basis, OMol25).

Each line ends with the Löwdin charge.
Geometry (Å):
Ba1 0.0060 0.1483 0.1443  1.367
Br1 3.6447 -4.2200 5.5435  0.710
C1 3.2237 -3.4357 3.8661  -0.689
C2 1.9082 -3.4224 3.4334  -0.110
C3 1.5972 -2.8356 2.2178  -0.012
C4 2.6099 -2.2949 1.4332  -0.271
C5 3.9258 -2.3056 1.8830  -0.027
C6 4.2365 -2.8759 3.1085  -0.129
N1 2.2483 -1.7026 0.1979  0.010
C7 2.9246 -1.9591 -0.8424  -0.097
C8 2.5421 -1.3914 -2.1511  -0.297
C9 3.3095 -1.6220 -3.2779  -0.019
C10 2.8959 -1.0665 -4.4882  -0.057
C11 1.7190 -0.3517 -4.5284  -0.054
C12 0.9834 -0.2173 -3.3506  -0.250
N2 1.4052 -0.6810 -2.1824  -0.066
H1 1.1231 -3.8605 4.0342  0.104
H2 0.5634 -2.8161 1.8803  0.041
H3 4.7008 -1.8345 1.2907  0.112
H4 5.2540 -2.8745 3.4744  0.098
H5 3.7770 -2.6454 -0.8228  0.134
H6 4.2104 -2.2180 -3.2093  0.109
H7 3.4854 -1.2125 -5.3844  0.106
H8 1.3359 0.0630 -5.4498  0.110
H9 0.0374 0.3073 -3.3500  0.053
C13 -4.5828 3.2094 2.1667  -0.114
C14 -4.7779 1.8514 2.3874  -0.086
C15 -3.7071 1.0364 2.7194  -0.113
C16 -2.4199 1.5679 2.8554  -0.371
C17 -2.2333 2.9284 2.6150  -0.086
C18 -3.3084 3.7427 2.2724  -0.098
P1 -1.0281 0.4401 3.3020  0.918
C19 -1.5266 -0.0580 4.9923  -0.362
C20 -2.1966 0.7874 5.8758  -0.099
C21 -2.5089 0.3628 7.1585  -0.092
C22 -2.1581 -0.9161 7.5727  -0.102
C23 -1.5041 -1.7700 6.6975  -0.087
C24 -1.1961 -1.3434 5.4125  -0.096
C25 0.3335 1.6302 3.5026  -0.490
C26 0.6865 2.2565 4.6965  -0.107
C27 1.6989 3.2057 4.6969  -0.121
C28 2.3222 3.5261 3.4979  -0.131
C29 1.9479 2.8805 2.3217  -0.192
C30 0.9597 1.8818 2.2593  -0.311
H10 -5.4219 3.8426 1.9024  0.099
H11 -5.7686 1.4229 2.2896  0.105
H12 -3.8611 -0.0248 2.8649  0.055
H13 -1.2423 3.3556 2.7057  0.095
H14 -3.1444 4.8008 2.1007  0.096
H15 -2.4814 1.7814 5.5504  0.108
H16 -3.0305 1.0286 7.8357  0.097
H17 -2.4065 -1.2491 8.5733  0.095
H18 -1.2470 -2.7756 7.0079  0.099
H19 -0.7184 -2.0169 4.7121  0.078
H20 0.1788 2.0088 5.6233  0.088
H21 1.9924 3.6945 5.6192  0.088
H22 3.1088 4.2755 3.4847  0.085
H23 2.4798 3.1728 1.4144  0.050
Se1 -2.2353 -2.0957 1.5987  -0.395
Te1 -3.0368 -3.6503 -0.1949  0.069
Te2 -0.8519 -3.0381 -1.6626  -0.006
Se2 -1.6820 -2.0080 -3.7812  -0.347
O1 -7.6157 -0.9843 -0.8826  0.121
C31 -7.3293 0.3298 -0.9553  -0.479
O2 -8.2235 1.1330 -0.9324  0.102
C32 -5.8855 0.7143 -1.0500  -0.126
C33 -4.8517 -0.2119 -1.0902  -0.004
C34 -3.5344 0.2054 -1.1485  -0.045
C35 -3.2416 1.5599 -1.1770  -0.248
C36 -4.2750 2.4985 -1.1295  -0.022
C37 -5.5863 2.0750 -1.0743  -0.017
N3 -1.8716 1.9224 -1.2107  0.039
C38 -1.4999 3.0337 -1.6921  -0.080
C39 -0.0703 3.4120 -1.7183  -0.253
C40 0.3187 4.6400 -2.2350  -0.013
C41 1.6702 4.9470 -2.2810  -0.055
C42 2.5822 4.0168 -1.8170  -0.046
C43 2.1002 2.8145 -1.3123  -0.144
N4 0.8113 2.5200 -1.2574  0.019
H24 -6.8074 -1.5127 -0.8817  0.092
H25 -5.0030 -1.2857 -1.0710  0.066
H26 -2.7524 -0.5423 -1.2170  0.004
H27 -4.0530 3.5566 -1.0802  0.106
H28 -6.4008 2.7842 -1.0185  0.120
H29 -2.1986 3.7492 -2.1321  0.125
H30 -0.4288 5.3360 -2.5931  0.113
H31 2.0031 5.8979 -2.6761  0.108
H32 3.6462 4.2085 -1.8351  0.107
H33 2.7831 2.0620 -0.9303  0.116

Calculated values
ΔE to the lowest compared entry with this formula, charge and spin: 0.312 eV
frontier orbital gap: 4.3 eV
total charge: -1
maximum force: 0.980 eV/A
HOMO energy: -3.346 eV